Below is C52H75GeN9OP3Y as an isolated structure at a distorted geometry, with properties calculated with the ωB97M-V functional and the def2-TZVPD basis.

```
142
Properties=species:S:1:pos:R:3:lowdin_spin:R:1
Y -1.14657 -0.15588 0.44367 0.028
C 0.47166 5.33638 1.23598 0.000
C -0.59367 4.26871 1.47850 0.000
C -1.76233 4.52396 0.53399 0.000
P 0.04331 2.49291 1.39421 0.002
C 1.59718 2.65092 0.35154 0.001
N 2.26178 1.41784 0.04849 0.016
Ge 1.48610 -0.01190 -1.04207 0.024
N 1.41949 0.97456 -2.77480 0.005
C 0.17691 1.41676 -3.35754 0.000
P -1.26672 0.35188 -2.82815 0.003
C -1.40898 -0.69905 -4.38234 0.000
C -0.21636 -1.64143 -4.54406 0.000
C -2.72027 -1.47864 -4.41297 0.000
C -2.72107 1.51932 -3.07869 0.001
C -2.69190 2.56825 -1.97168 0.000
C -2.81866 2.19916 -4.44153 0.000
C 2.58411 1.58872 -3.14103 0.001
C 2.68395 2.66629 -4.03371 0.002
C 3.90854 3.23815 -4.30666 0.001
C 5.06361 2.76894 -3.69388 0.003
C 4.99058 1.70477 -2.80930 0.000
C 3.77347 1.09670 -2.55818 0.003
N 3.63899 0.00666 -1.63037 0.019
C 4.27949 0.31856 -0.38291 0.011
C 5.54769 -0.11350 -0.04339 0.002
C 6.11322 0.32008 1.14447 0.001
C 5.41497 1.18585 1.97611 0.000
C 4.14407 1.61167 1.64451 0.000
C 3.54650 1.16793 0.46460 0.002
C 3.94013 -1.29531 -2.07977 0.131
C 4.69561 -1.59469 -3.19803 -0.011
C 4.99649 -2.91595 -3.48421 0.176
C 4.54213 -3.93864 -2.64859 0.011
C 3.74176 -3.66527 -1.56670 0.102
C 3.38502 -2.33217 -1.27014 0.056
N 2.53056 -1.92497 -0.31603 0.339
C 1.86163 -2.92106 0.47356 0.035
P 0.63028 -2.18138 1.65134 -0.001
C 1.75212 -1.35428 2.91041 0.000
C 3.13796 -1.94660 3.13503 0.002
C 0.98768 -1.23102 4.22774 0.000
C -0.07774 -3.72460 2.45559 0.000
C -1.28781 -4.20132 1.65092 0.000
C 0.91475 -4.86505 2.66474 0.000
C 0.69012 2.25671 3.13812 0.000
C -0.49887 1.88383 4.02028 0.000
C 1.44845 3.41829 3.77197 0.000
H 0.02435 6.31047 1.42494 0.000
H 0.81125 5.33322 0.20319 0.000
H 1.33069 5.24860 1.89096 0.000
H -0.96384 4.35779 2.50714 0.000
H -1.42910 4.51001 -0.49949 0.000
H -2.17001 5.51323 0.72811 0.000
H -2.56529 3.80358 0.66580 0.000
H 2.28470 3.35145 0.83513 0.000
H 1.26373 3.10225 -0.59397 0.001
H 0.24862 1.38028 -4.45237 0.000
H -0.04045 2.45466 -3.06289 0.000
H -1.40172 0.02276 -5.20856 0.000
H -0.39940 -2.56972 -4.01071 0.000
H 0.71296 -1.19732 -4.18591 0.000
H -0.08417 -1.88471 -5.59574 0.000
H -2.84337 -2.07722 -3.51309 0.000
H -2.72281 -2.15505 -5.26552 0.000
H -3.58057 -0.82203 -4.51090 0.000
H -3.60479 0.88312 -2.92744 0.000
H -2.01222 3.37293 -2.23916 0.000
H -2.36514 2.12509 -1.01951 0.000
H -3.67734 3.00452 -1.82908 0.000
H -1.90362 2.72761 -4.69851 0.000
H -3.62247 2.93218 -4.40921 0.000
H -3.05470 1.49851 -5.23602 0.000
H 1.80140 3.05129 -4.51918 0.000
H 3.96536 4.05985 -5.00354 0.000
H 6.01604 3.22381 -3.90860 0.000
H 5.88443 1.33933 -2.32711 0.000
H 6.09350 -0.77330 -0.70082 0.001
H 7.10501 -0.00283 1.41235 0.000
H 5.86486 1.52457 2.89581 0.000
H 3.61112 2.26842 2.31118 0.000
H 5.07481 -0.79785 -3.81815 -0.003
H 5.62061 -3.15162 -4.33076 0.008
H 4.82814 -4.95745 -2.85487 -0.002
H 3.41104 -4.47273 -0.93242 0.006
H 2.59785 -3.46038 1.08580 0.010
H 1.34232 -3.66772 -0.14526 0.011
H 1.90117 -0.35352 2.47590 0.000
H 3.09464 -2.96373 3.51160 0.000
H 3.64643 -1.34625 3.88718 0.000
H 3.74373 -1.91787 2.23304 0.001
H 0.99670 -2.17918 4.76062 0.000
H -0.04899 -0.94025 4.05203 0.000
H 1.45855 -0.49103 4.86995 0.000
H -0.44289 -3.39129 3.43356 0.000
H -1.00114 -4.53409 0.65380 0.000
H -2.02837 -3.40400 1.56525 0.000
H -1.75479 -5.04382 2.15705 0.000
H 1.26625 -5.27760 1.72243 0.000
H 0.41054 -5.66611 3.20146 0.000
H 1.77041 -4.56260 3.26184 0.000
H 1.36944 1.39863 3.07469 0.000
H -1.15131 2.74431 4.16383 0.000
H -0.14765 1.57800 5.00395 0.000
H -1.07660 1.06997 3.57670 0.000
H 0.80356 4.27497 3.94499 0.000
H 2.30920 3.73735 3.18911 0.000
H 1.81293 3.09146 4.74452 0.000
C -6.57441 2.11439 1.14330 -0.001
C -6.86289 0.96722 0.41413 0.000
C -5.84883 0.11654 0.03250 0.000
C -4.51373 0.40883 0.36454 0.000
C -4.23319 1.56774 1.10378 0.000
C -5.25756 2.40932 1.48414 0.000
N -3.47040 -0.41363 -0.02565 -0.001
N -3.85776 -1.60619 -0.37592 0.003
C -2.96442 -2.48456 -0.89441 0.000
C -3.47041 -3.72003 -1.34064 0.001
C -2.61845 -4.60380 -1.96745 0.000
C -1.28407 -4.23814 -2.13591 0.001
C -0.85274 -3.02568 -1.61973 -0.001
N -1.65048 -2.16662 -0.99152 0.001
H -7.37126 2.77269 1.45103 0.000
H -7.88291 0.74757 0.13962 0.000
H -6.05368 -0.77860 -0.53232 0.000
H -3.20718 1.75140 1.42772 0.000
H -5.04242 3.30251 2.04965 0.000
H -4.51595 -3.93296 -1.19539 0.000
H -2.97622 -5.55691 -2.32266 0.000
H -0.59398 -4.88252 -2.65673 0.000
H 0.18133 -2.71337 -1.73476 -0.001
C -3.25342 0.33103 5.20982 0.000
N -3.91647 -0.65189 4.37834 0.000
C -3.49257 -1.08488 3.18491 0.000
N -4.26588 -2.03350 2.60675 0.000
O -2.43837 -0.67081 2.63895 0.000
H -3.73550 0.34218 6.18293 0.000
H -3.32618 1.32518 4.76478 0.000
H -2.20264 0.07434 5.33647 0.000
H -4.76428 -1.05062 4.74986 0.000
H -5.14269 -2.30608 3.01726 0.000
H -4.11339 -2.30421 1.64849 0.000
```

As for the expectation value of S²: 0.7851. The charge is +3. The spin multiplicity is 2. The calculation puts the electronic energy at -156006.7844 eV. The orbital gap (alpha / beta) is 4.297 / 4.306 eV. The calculation puts the HOMO energy (alpha / beta) at -0.503 / -0.504 Eh. The LUMO energy (alpha / beta) comes out at -9.385 / -9.401 eV. The largest force on an atom is 0.0599 hartree/bohr.


Below is C17H20Cl3IrNO4S as an isolated structure at a distorted geometry, with properties calculated with the ωB97M-V functional and the def2-TZVPD basis.

```
47
Properties=species:S:1:pos:R:3:lowdin_spin:R:1
C -0.70837 0.59433 -2.14021 0.096
C -1.00218 -0.78450 -2.64324 0.055
C 0.27978 -1.34872 -3.06418 0.415
C -2.27498 -1.22346 -3.26255 0.004
C 1.28661 -0.39568 -2.94673 0.379
C 0.75695 0.83923 -2.40183 0.147
C 1.39665 2.02754 -2.22327 0.416
C -1.64276 1.72761 -2.28146 0.022
C 0.41400 -2.72512 -3.58281 0.065
C 2.70456 -0.58871 -3.29572 0.050
Ir -1.00356 -0.72109 -0.57819 2.232
Cl -1.46409 -2.87114 -0.32992 0.287
Cl -3.29103 -0.24641 -0.39787 0.237
Cl 1.15800 -1.19178 0.01583 0.291
H -3.08274 -0.51910 -3.06896 0.000
H -2.57383 -2.19360 -2.84935 0.001
H -2.12208 -1.33774 -4.33910 0.001
H -0.30390 -3.39592 -3.10207 0.007
H 1.42553 -3.11415 -3.42126 0.004
H 0.22583 -2.74617 -4.66314 0.028
H 3.08518 -1.51810 -2.85756 0.012
H 3.28722 0.25297 -2.92092 0.001
H 2.85052 -0.64131 -4.38067 0.017
H 2.44561 2.14065 -2.49740 0.036
H 1.81042 3.49458 0.06651 0.004
H 0.85670 2.86585 -1.78668 0.030
H -2.63124 1.43167 -1.92988 0.002
H -1.68880 2.04956 -3.32800 0.006
H -1.26477 2.53858 -1.65959 0.002
O 0.98545 3.73782 0.56214 0.008
H 0.80379 2.91063 1.07400 0.001
O 1.51099 2.77981 3.79923 0.001
S 1.51217 1.42109 3.31907 0.004
O 2.76041 0.76036 3.03978 0.004
N 0.42738 1.22403 2.05618 0.018
C -0.47383 0.27145 2.28526 0.024
O -1.23869 -0.29827 1.44718 0.084
C -0.52550 -0.12887 3.71379 0.005
C -1.45417 -0.94271 4.37033 0.002
C -1.32130 -1.12390 5.74629 0.000
C -0.24475 -0.54700 6.44197 0.002
C 0.71020 0.22156 5.76659 0.000
C 0.53501 0.41287 4.40242 0.003
H -2.26192 -1.37897 3.77857 0.000
H -2.06332 -1.70826 6.28958 0.000
H -0.15226 -0.69267 7.51745 0.000
H 1.56111 0.68117 6.26040 0.000
```

As for the expectation value of S²: 8.7899. The charge is -2. The energy relative to the best compared isomer or geometry (same formula, charge and spin) comes out at 0.0 kcal per mole. The spin multiplicity is 6. The calculation puts the electronic energy at -78873.1789 eV. The orbital gap (alpha / beta) is 3.577 / 5.959 eV. The calculation puts the HOMO energy (alpha / beta) at 0.037 / -0.060 Eh. The LUMO energy (alpha / beta) comes out at 4.595 / 4.321 eV. The largest force on an atom is 0.0822 hartree/bohr.


- Among the records above, which one has the highest charge?
  C52H75GeN9OP3Y


- Which formula does entry 1 have?
  C52H75GeN9OP3Y


- Which of these has the highest electronic energy?
  C17H20Cl3IrNO4S